(1)
Density functional theory data (the ωB97M-V functional and the def2-TZVPD basis) for C21H43N2OsP3S2 as an isolated structure at a distorted geometry.

```
72
C21H43N2OsP3S2, DFT the ωB97M-V functional and the def2-TZVPD basis
Os -0.141 -0.262 0.634
P 0.429 0.885 2.377
P 1.122 0.444 -1.068
P 0.955 -2.221 0.795
H -3.441 -2.549 3.115
C -2.859 -2.969 2.280
C -2.355 -1.900 1.276
H -3.040 -1.055 1.182
C -0.404 2.482 2.605
C 2.212 1.295 2.382
C 0.156 -0.060 3.925
C 0.314 0.079 -2.651
C 1.525 2.236 -1.047
C 2.850 -0.186 -1.325
C 0.387 -3.557 1.923
C 2.709 -2.161 1.380
C 1.037 -3.147 -0.802
H -2.077 -3.620 2.712
H -1.335 -1.497 1.596
H -1.390 2.488 2.120
H 0.216 3.286 2.188
H -0.520 2.612 3.687
H 2.381 2.223 1.819
H 2.816 0.489 1.942
H 2.503 1.431 3.433
H -0.907 0.023 4.201
H 0.781 0.393 4.709
H 0.416 -1.128 3.822
H 1.111 -0.240 -3.337
H -0.189 0.967 -3.055
H -0.416 -0.730 -2.513
H 2.624 2.366 -1.013
H 1.049 2.717 -0.171
H 1.118 2.631 -1.992
H 3.231 0.307 -2.238
H 2.869 -1.279 -1.466
H 3.482 0.109 -0.468
H 1.175 -4.324 1.990
H -0.513 -4.025 1.510
H 0.183 -3.187 2.938
H 3.040 -3.189 1.602
H 2.779 -1.576 2.307
H 3.380 -1.733 0.626
H 0.975 -4.228 -0.601
H 1.983 -2.946 -1.319
H 0.202 -2.883 -1.465
C -3.875 -2.268 -1.138
C -4.022 -2.928 -2.374
C -5.107 -2.655 -3.203
C -6.032 -1.666 -2.854
C -5.836 -0.936 -1.681
C -4.736 -1.196 -0.847
S -2.681 -3.063 -0.091
H -3.557 -3.669 1.695
H -3.284 -3.693 -2.614
H -5.229 -3.214 -4.130
H -6.910 -1.511 -3.485
H -6.564 -0.171 -1.407
H -4.564 -0.558 0.019
C -3.324 1.529 -2.981
N -2.481 2.561 -2.384
C -2.243 3.803 -2.942
C -1.481 4.506 -2.064
N -1.288 3.681 -0.977
C -1.868 2.468 -1.176
S -2.039 1.125 -0.148
H -2.797 0.568 -2.957
H -4.272 1.436 -2.432
H -3.520 1.821 -4.021
H -2.628 4.063 -3.909
H -1.079 5.503 -2.090
H -0.768 3.911 -0.122
```

Summary:
Relative energy (zero: lowest compared OMol25 entry of this formula, charge and spin) in kJ/mol: 0.00
Charge: +4
Gap between HOMO and LUMO (alpha / beta) in eV: 6.6 / 5.6
2S+1: 5

Atomic partial charges in e from the Mulliken method, atoms 1 to 2: -0.1226 1.0120

(2)
Density functional theory data (the ωB97M-V functional and the def2-TZVPD basis) for a single C4H5N3O molecule at a distorted geometry.

```
13
C4H5N3O, DFT the ωB97M-V functional and the def2-TZVPD basis
N -0.403 2.003 1.039
C -0.197 0.832 0.389
C 0.953 0.058 0.615
C 1.016 -1.049 -0.110
N 0.051 -1.449 -0.947
C -1.079 -0.705 -1.134
O -1.876 -1.062 -1.967
N -1.183 0.452 -0.386
H 0.254 2.216 1.826
H -1.284 2.358 1.051
H 1.883 0.330 1.117
H 1.912 -1.631 -0.112
H -0.047 -2.353 -1.382
```

Summary:
SMILES: Nc1cc[nH]c(=O)n1
Relative energy (zero: lowest compared OMol25 entry of this formula, charge and spin) in kJ/mol: 31.19
Charge: 0
Gap between HOMO and LUMO in eV: 9.7

Atomic partial charges in e from the Mulliken method, atoms 1 to 2: -0.4244 0.8416

(3)
Density functional theory data (the ωB97M-V functional and the def2-TZVPD basis) for a 9-piece molecular cluster, C25H40F2N4O37S8 overall at a distorted geometry.

```
116
C25H40F2N4O37S8, DFT the ωB97M-V functional and the def2-TZVPD basis
C 3.465 0.872 -0.943
C 2.181 0.855 -0.086
O 2.289 0.808 1.102
N 0.874 0.848 -0.739
C 0.878 0.167 -2.046
N 0.270 2.113 -0.791
C -1.085 2.157 -0.546
C -1.384 3.479 -0.676
C -2.778 4.064 -0.494
O -3.006 5.146 -1.058
O -3.605 3.430 0.170
N -0.266 4.166 -1.004
C 0.756 3.308 -1.049
N 2.111 3.622 -1.318
C 2.360 3.775 -2.731
O 1.546 3.901 -3.577
F 3.653 3.777 -3.013
C 2.347 4.915 -0.714
O 2.193 5.952 -1.276
F 2.722 4.916 0.547
H 3.804 -0.144 -1.171
H 3.243 1.338 -1.912
H 4.238 1.448 -0.433
H 1.638 -0.634 -2.121
H -0.091 -0.334 -2.152
H 0.983 0.837 -2.914
H -1.755 1.352 -0.291
H -0.260 5.165 -1.180
C 4.145 9.245 -0.028
C 3.154 8.865 -1.105
O 2.968 10.062 -1.869
S 4.340 10.903 -1.876
O 5.040 10.621 -3.076
O 4.052 12.228 -1.461
O 5.071 10.125 -0.674
H 3.659 9.794 0.782
H 4.661 8.385 0.379
H 2.209 8.520 -0.697
H 3.564 8.100 -1.767
C 2.810 -4.944 -0.538
C 2.964 -5.250 -2.009
O 1.689 -4.919 -2.586
S 1.046 -3.696 -1.777
O 1.323 -2.484 -2.480
O -0.270 -4.049 -1.393
O 2.005 -3.750 -0.497
H 2.271 -5.739 -0.021
H 3.762 -4.781 -0.049
H 3.209 -6.289 -2.194
H 3.720 -4.610 -2.472
C -5.900 1.473 -0.513
C -6.716 1.736 0.727
O -7.901 0.934 0.553
S -7.528 -0.394 -0.259
O -7.336 -1.457 0.665
O -8.421 -0.510 -1.360
O -6.097 0.070 -0.792
H -6.272 2.046 -1.364
H -4.846 1.692 -0.364
H -6.974 2.784 0.842
H -6.201 1.389 1.625
C 5.972 9.111 5.330
C 4.481 8.874 5.215
O 4.284 8.485 3.849
S 5.574 7.675 3.335
O 5.310 6.286 3.436
O 6.019 8.273 2.127
O 6.570 8.089 4.522
H 6.254 10.081 4.917
H 6.325 9.039 6.355
H 3.898 9.761 5.448
H 4.158 8.049 5.853
C -11.512 -0.124 -1.518
C -11.461 -0.549 -2.967
O -12.835 -0.697 -3.348
S -13.730 0.368 -2.540
O -13.950 1.498 -3.368
O -14.794 -0.329 -1.914
O -12.637 0.763 -1.432
H -11.698 -0.975 -0.860
H -10.605 0.382 -1.205
H -10.921 -1.481 -3.109
H -11.015 0.227 -3.593
C 7.002 -9.300 -2.354
C 7.109 -8.055 -3.208
O 5.793 -7.489 -3.186
S 5.102 -7.799 -1.770
O 5.266 -6.664 -0.934
O 3.839 -8.394 -2.010
O 6.127 -8.933 -1.279
H 6.541 -10.123 -2.904
H 7.966 -9.620 -1.966
H 7.415 -8.273 -4.228
H 7.798 -7.330 -2.770
C 6.398 -7.535 3.962
C 6.523 -7.974 2.518
O 5.174 -8.086 2.057
S 4.262 -6.991 2.802
O 4.129 -5.862 1.953
O 3.144 -7.649 3.365
O 5.298 -6.618 3.972
H 6.149 -8.375 4.613
H 7.299 -7.049 4.327
H 7.042 -8.923 2.413
H 7.027 -7.216 1.913
C -6.668 -5.182 1.473
C -7.663 -4.288 2.176
O -7.929 -4.950 3.421
S -6.607 -5.723 3.904
O -5.922 -4.911 4.844
O -6.951 -7.070 4.179
O -5.805 -5.661 2.511
H -7.160 -6.043 1.015
H -6.096 -4.650 0.718
H -8.581 -4.157 1.609
H -7.232 -3.311 2.395
```

Summary:
Charge: 0
Gap between HOMO and LUMO in eV: 7.8

Atomic partial charges in e from the Mulliken method, atoms 1 to 2: -1.0034 0.4825

(4)
Density functional theory data (the ωB97M-V functional and the def2-TZVPD basis) for a single C5H7NO2 molecule at a distorted geometry.

```
15
C5H7NO2, DFT the ωB97M-V functional and the def2-TZVPD basis
C -0.816 -0.931 -0.431
N -1.090 -0.770 -1.641
O -0.317 0.315 -2.078
C 0.233 0.990 -0.921
C 0.070 0.033 0.194
C -0.410 0.561 1.535
O 0.799 0.027 2.139
C 1.293 -0.478 0.902
H -1.300 -1.749 0.076
H 1.315 1.261 -1.133
H -0.378 1.901 -0.728
H -0.472 1.658 1.586
H -1.316 0.124 1.897
H 2.278 -0.020 0.634
H 1.423 -1.574 0.994
```

Summary:
SMILES: C1=NOCC12COC2
Relative energy (zero: lowest compared OMol25 entry of this formula, charge and spin) in kJ/mol: 334.55
Charge: 0
Gap between HOMO and LUMO in eV: 10.4

Atomic partial charges in e from the Mulliken method, atoms 1 to 2: -0.6053 -0.3830

(5)
Density functional theory data (the ωB97M-V functional and the def2-TZVPD basis) for C23H16F9INOPPdSe4 as an isolated structure at a distorted geometry.

```
57
C23H16F9INOPPdSe4, DFT the ωB97M-V functional and the def2-TZVPD basis
Pd 3.940 0.824 1.662
Se 3.351 -0.415 -0.662
Se 5.164 -1.041 0.873
Se 3.619 0.748 3.983
Se 2.718 2.673 3.033
N 5.024 2.919 -0.589
C 4.076 3.814 -0.222
O 4.377 4.879 0.275
C 2.727 3.240 -0.532
I 1.273 4.641 -1.130
H 5.955 2.865 -0.150
H 4.661 1.992 -0.679
H 2.372 2.765 0.399
H 2.734 2.505 -1.295
F -5.843 2.993 -2.324
C -5.673 2.509 -1.032
F -6.180 3.409 -0.179
F -6.471 1.413 -0.929
C -4.253 2.094 -0.755
C -3.696 1.174 -1.602
C -2.386 0.643 -1.414
C -1.670 1.099 -0.307
C -2.198 2.105 0.480
C -3.467 2.596 0.321
P 0.107 0.658 0.016
C -0.162 -0.409 1.492
C 0.956 -1.134 1.881
C 0.843 -2.044 2.933
C -0.350 -2.208 3.588
C -1.443 -1.430 3.238
C -1.409 -0.576 2.154
C -0.472 -3.154 4.724
F -0.060 -2.646 5.885
F -1.752 -3.555 4.853
F 0.223 -4.260 4.407
C 0.248 -0.671 -1.314
C 0.906 -0.383 -2.487
C 1.042 -1.423 -3.451
C 0.528 -2.682 -3.186
C -0.194 -2.886 -2.004
C -0.327 -1.878 -1.093
C 0.634 -3.799 -4.198
F 1.772 -3.781 -4.900
F -0.331 -3.745 -5.127
F 0.578 -5.038 -3.625
H -4.219 0.795 -2.454
H -2.079 -0.089 -2.170
H -1.616 2.498 1.362
H -3.780 3.299 1.038
H 1.938 -0.939 1.500
H 1.646 -2.649 3.240
H -2.445 -1.640 3.677
H -2.260 -0.078 1.836
H 1.280 0.585 -2.634
H 1.594 -1.227 -4.385
H -0.702 -3.870 -1.866
H -0.850 -2.081 -0.155
```

Summary:
Relative energy (zero: lowest compared OMol25 entry of this formula, charge and spin) in kJ/mol: 67.88
Charge: -2
Gap between HOMO and LUMO in eV: 4.8

Atomic partial charges in e from the Mulliken method, atoms 1 to 2: 0.1196 -0.3941

(6)
Density functional theory data (the ωB97M-V functional and the def2-TZVPD basis) for an isolated ion of composition CH3O2 and charge -1 at a distorted geometry.

```
6
CH3O2, DFT the ωB97M-V functional and the def2-TZVPD basis
O -0.491 0.804 1.195
C 0.131 0.273 0.130
O -0.153 -1.180 -0.469
H 1.297 0.117 0.437
H 0.282 0.915 -0.799
H -1.065 -0.929 -0.494
```

Summary:
SMILES: [O-]CO
Relative energy (zero: lowest compared OMol25 entry of this formula, charge and spin) in kJ/mol: 73.90
Charge: -1
Gap between HOMO and LUMO in eV: 7.4

Atomic partial charges in e from the Mulliken method, atoms 1 to 2: -0.7586 -0.2581

(7)
Density functional theory data (the ωB97M-V functional and the def2-TZVPD basis) for C37H42N4O9ReSSi as an isolated structure at a distorted geometry.

```
95
C37H42N4O9ReSSi, DFT the ωB97M-V functional and the def2-TZVPD basis
Re -0.152 0.535 -0.861
C 7.966 0.264 1.152
O 6.949 -0.473 1.791
C 6.443 -1.558 1.155
C 6.897 -2.051 -0.068
C 6.294 -3.151 -0.638
C 5.165 -3.729 -0.055
C 4.739 -3.258 1.196
C 5.387 -2.208 1.800
N 4.577 -4.822 -0.666
N 3.362 -5.015 -0.766
C 2.361 -4.102 -0.667
C 1.128 -4.496 -0.128
C 0.077 -3.622 0.041
C 0.192 -2.270 -0.348
O -0.726 -1.384 -0.236
C 1.430 -1.875 -0.955
N 1.478 -0.583 -1.347
C 2.551 -0.138 -1.982
C 3.582 -0.991 -2.361
C 3.539 -2.322 -2.005
C 2.487 -2.776 -1.195
H 8.198 1.091 1.821
H 7.621 0.661 0.192
H 8.865 -0.342 0.997
H 7.726 -1.582 -0.577
H 6.657 -3.535 -1.581
H 3.918 -3.752 1.692
H 5.079 -1.850 2.770
H 1.040 -5.517 0.215
H -0.843 -3.946 0.500
H 2.562 0.917 -2.221
H 4.397 -0.606 -2.951
H 4.281 -3.011 -2.376
C -0.163 4.139 1.026
C -0.562 3.789 -0.404
C -1.230 4.948 -1.139
O -1.414 2.665 -0.379
C 0.765 3.423 -1.170
O 1.606 4.277 -1.342
O 0.825 2.215 -1.562
H -1.020 4.514 1.580
H 0.619 4.893 1.011
H 0.211 3.241 1.509
H -2.126 5.259 -0.604
H -1.502 4.633 -2.145
H -0.539 5.784 -1.210
H -1.811 2.577 -1.274
O -1.702 1.985 -3.042
N -1.344 0.933 -3.591
O -0.696 0.106 -2.901
C 0.670 1.295 3.759
Si 1.594 0.729 2.176
C 2.106 -1.112 2.359
C 3.212 1.742 1.966
O 0.605 0.924 0.958
H 1.340 1.350 4.609
H -0.128 0.600 3.998
H 0.226 2.274 3.617
H 2.648 -1.276 3.284
H 2.748 -1.411 1.536
H 1.235 -1.760 2.358
H 3.906 1.540 2.777
H 3.015 2.809 1.954
H 3.710 1.488 1.034
O -2.766 0.495 -0.880
S -3.698 -0.223 -1.772
C -5.105 -0.735 -0.666
C -4.598 -1.777 0.271
C -4.518 -1.533 1.635
C -4.043 -2.506 2.495
C -3.634 -3.732 1.998
C -3.685 -3.973 0.635
C -4.162 -3.002 -0.224
C -4.646 1.086 -2.719
C -5.519 1.987 -1.919
C -6.903 1.959 -2.070
C -7.706 2.833 -1.359
C -7.140 3.748 -0.488
C -5.767 3.766 -0.313
C -4.962 2.896 -1.023
H -5.876 -1.117 -1.333
H -5.455 0.149 -0.137
H -4.839 -0.576 2.022
H -3.994 -2.310 3.556
H -3.276 -4.500 2.668
H -3.360 -4.923 0.235
H -4.201 -3.194 -1.287
H -5.208 0.530 -3.466
H -3.858 1.653 -3.213
H -7.353 1.269 -2.770
H -8.779 2.806 -1.492
H -7.764 4.455 0.040
H -5.323 4.472 0.371
H -3.895 2.920 -0.882
```

Summary:
Relative energy (zero: lowest compared OMol25 entry of this formula, charge and spin) in kJ/mol: 174.53
Charge: 0
Gap between HOMO and LUMO (alpha / beta) in eV: 5.7 / 6.0
2S+1: 2

Atomic partial charges in e from the Mulliken method, atoms 1 to 2: 3.5608 -0.9150

(8)
Density functional theory data (the ωB97M-V functional and the def2-TZVPD basis) for an isolated ion of composition C5H7N2S and charge +1 at a distorted geometry.

```
15
C5H7N2S, DFT the ωB97M-V functional and the def2-TZVPD basis
C 0.624 -2.008 0.119
C 0.154 0.072 1.271
C -2.094 -0.005 0.261
C -0.611 1.762 -0.420
C 0.630 -3.057 -0.629
N 0.770 -1.092 0.898
N -0.982 0.581 0.342
S -3.438 -0.731 0.306
H -0.261 -0.037 2.281
H 0.900 0.869 1.256
H -0.332 2.560 0.273
H -1.443 2.101 -1.034
H 0.244 1.530 -1.060
H 0.062 -3.930 -0.361
H 1.132 -3.073 -1.579
```

Summary:
Relative energy (zero: lowest compared OMol25 entry of this formula, charge and spin) in kJ/mol: 281.62
Charge: +1
Gap between HOMO and LUMO in eV: 7.2

Atomic partial charges in e from the Mulliken method, atoms 1 to 2: 0.8054 -0.5387

no.,M (g mol⁻¹),DFT total energy (eV)
1,670.88,-77416.6558
2,111.10,-10747.2915
3,1283.12,-200398.6164
4,113.12,-10880.1500
5,1073.51,-334365.9261
6,47.03,-5179.5586
7,933.12,-84279.9236
8,127.19,-19104.1616